A cluster of 2 separate species, C5H11NO in total. Source: the Open Molecules 2025 dataset; level of theory: ωB97M-V/def2-TZVPD.

Output
E_HOMO: -0.307 Eh
relative energy (zero: lowest compared OMol25 entry of this formula, charge and spin): 341.16 kJ/mol
SMILES: C=CCNC=C.O
spin multiplicity: 1
orbital gap: 9.2 eV

Positions of all 18 atoms, in Å:
C  2.2725  1.9616  0.4936
C  1.1737  1.1753  0.4181
C  -0.1672  1.7352  0.4004
N  -1.3806  0.8304  0.2600
C  -1.0631  -0.4799  -0.2517
C  -1.7039  -1.5416  0.1690
H  3.3138  1.7232  0.8423
H  2.1261  3.0349  0.1468
H  1.1636  0.1279  0.7388
H  -0.2808  2.2655  1.3282
H  -0.4830  2.3458  -0.4730
H  -1.8524  0.6411  1.1017
H  -0.3981  -0.3244  -1.1598
H  -2.2528  -1.4518  1.0954
H  -1.6083  -2.5828  -0.2250
O  0.6033  -2.9452  -1.2638
H  1.0855  -2.5226  -2.0265
H  0.9515  -2.6110  -0.4552

Here are the Löwdin charges for atoms 1 to 5, given in e:
1. C -0.01
2. C -0.21
3. C -0.23
4. N -0.05
5. C -0.28